1.
DFT (ωB97M-V with the def2-TZVPD basis set) results for a structure of composition C35H25BaBrF5N6O3Te.

Results
* energy relative to the best compared isomer or geometry (same formula, charge and spin): 0.8054 eV
* calculated total energy: -143405.865 eV
* total charge: -1

XYZ file:
```
77
Properties=species:S:1:pos:R:3:forces:R:3:lowdin_charge:R:1
Ba -0.390318 -0.304918 0.800848 -0.5 -0.2 -0.1 1.73
C -3.045389 4.115250 -2.264011 0.0 0.0 0.0 -0.16
O 2.038139 -0.557112 1.671405 0.1 0.2 -0.2 -0.27
F -1.901523 3.972398 1.658697 0.0 0.0 0.0 0.10
C 2.084824 -1.022050 -2.257267 0.0 0.1 0.0 -0.30
H 5.497700 0.892593 1.695303 0.0 0.0 0.0 0.12
C 1.119101 -3.415964 -0.482465 0.0 0.0 0.0 -0.12
H -0.600772 -5.507722 3.021558 0.0 0.0 0.0 0.10
C -4.246883 2.267873 2.749464 0.0 0.0 -0.1 -0.28
H -4.254237 4.416531 2.635598 0.0 0.0 0.0 0.06
C 4.291909 -0.710217 0.965110 0.0 0.0 -0.1 -0.18
C 1.331571 1.062063 -1.625341 -0.2 0.3 0.1 -0.22
C -4.809588 0.502041 -0.553541 0.0 0.0 0.0 -0.11
H 6.025951 -1.038592 -4.727970 0.0 0.0 0.0 0.10
O -1.491744 1.769481 0.033615 0.3 0.2 -0.1 -0.38
F -2.186863 1.965379 -2.608950 0.0 -0.1 -0.1 0.09
H -1.663539 -1.310201 3.458190 0.0 0.0 0.0 0.03
C -3.304328 5.191141 -1.437326 0.0 0.0 0.0 -0.16
N 0.200281 -4.550247 1.394150 0.0 0.0 0.0 0.11
C -3.571691 1.293472 3.460758 0.0 0.0 0.0 -0.03
C -2.041143 2.846773 -0.420941 0.1 -0.1 0.0 -0.33
C 3.210740 -0.374831 -2.961281 0.0 0.1 0.0 -0.08
O 2.966090 1.194836 0.606965 -0.1 0.1 0.1 0.00
C 5.497426 -0.118839 1.314586 0.0 0.0 0.0 -0.01
C 5.347354 0.928955 -4.185675 0.0 0.0 0.0 -0.09
C 6.665981 -0.842241 1.149237 0.0 0.0 0.0 -0.06
C 0.030304 -4.215804 0.114256 -0.1 0.0 0.0 -0.31
H -3.958177 3.781369 4.252971 0.0 0.0 0.0 0.07
C -2.421509 2.986971 -1.769640 -0.1 0.0 0.1 -0.15
F -3.142001 6.156622 0.700383 0.0 0.1 0.1 0.10
H -2.655252 -6.256764 1.851726 0.0 0.0 0.0 0.10
C -4.396074 0.726006 0.874217 0.0 0.0 0.0 -0.34
H 4.434598 2.751421 -3.505675 0.0 0.0 0.0 0.11
H 7.622429 -0.417593 1.427750 0.0 0.0 0.0 0.11
C 4.199492 -1.105339 -3.617056 0.0 0.0 0.0 -0.02
C -1.900769 -5.692867 1.320985 0.0 0.0 0.0 -0.09
H 6.179371 1.435109 -4.658241 0.0 0.0 0.0 0.10
C 6.605940 -2.114487 0.604854 0.0 0.0 0.0 -0.12
N 0.957638 -2.891882 -1.629725 0.0 0.1 -0.1 0.05
C -3.732674 -0.271765 1.615760 0.1 0.0 0.0 -0.63
H -5.232644 1.413832 -0.978877 0.0 0.0 0.0 0.07
H -2.531188 -0.599305 4.821627 0.0 0.0 0.0 0.07
H -2.957268 -5.638281 -0.553202 0.0 0.0 0.0 0.11
C -4.657820 1.957338 1.457384 0.1 0.0 0.0 -0.03
F -3.405480 4.172418 -3.554373 0.0 0.0 -0.1 0.10
H -3.234450 -1.915030 3.847830 0.0 0.0 0.0 0.05
C -4.526059 3.625543 3.335353 0.0 0.0 0.0 -0.05
H -5.170392 2.714336 0.870705 0.0 0.0 0.0 0.12
N 2.308302 1.723629 -2.269954 0.1 -0.2 -0.1 0.13
C -0.756695 -5.268808 1.975063 0.0 0.0 0.0 -0.15
C -3.322290 0.027658 2.924700 0.0 0.0 0.0 -0.36
F -3.913155 6.292159 -1.911383 0.0 0.1 0.0 0.09
C -2.913626 5.114722 -0.112731 0.0 0.0 0.0 -0.16
H -1.171057 -4.278086 -1.658493 0.0 0.0 0.0 0.11
C 5.347240 -2.588966 0.270651 0.0 0.0 0.0 -0.74
H 2.458101 2.688369 -2.031060 0.0 0.0 0.0 0.16
C 5.260406 -0.462307 -4.225430 0.0 0.0 0.0 -0.08
C 2.984417 0.055771 1.094264 -0.1 -0.2 0.2 -0.67
N 4.221628 -1.942719 0.451767 0.1 0.0 0.1 0.11
H -5.587036 3.741599 3.571023 0.0 0.0 0.0 0.08
H -3.954079 0.190895 -1.159573 0.0 0.0 0.0 0.05
C -2.293929 3.983458 0.374783 0.1 -0.1 0.0 -0.16
C 3.309876 1.015505 -2.932606 0.0 -0.1 0.0 -0.18
H 7.487999 -2.714177 0.438324 0.0 0.0 0.0 0.09
H 4.116693 -2.183641 -3.619653 0.0 0.0 0.0 0.11
N 2.041078 -2.289399 -2.209504 0.0 -0.4 0.0 0.08
N 1.137135 -0.211323 -1.626437 -0.1 0.2 0.2 0.04
Te -3.320543 -2.182867 0.762786 0.1 0.0 0.0 0.67
H -5.547010 -0.300055 -0.624668 0.0 0.0 0.0 0.06
H -3.239030 1.510165 4.471723 0.0 0.0 0.0 0.11
C -2.064108 -5.350607 -0.013346 0.0 0.0 0.0 -0.14
C -1.086822 -4.596713 -0.629531 0.1 0.0 0.0 -0.08
Br 5.207237 -4.317854 -0.524496 0.0 0.0 0.0 0.70
H 2.038624 -3.302963 0.091003 0.0 0.0 0.0 0.10
H 0.649515 1.702554 -1.064955 0.0 -0.1 -0.1 0.10
C 4.375662 1.670276 -3.543737 0.0 0.0 0.0 -0.02
C -2.651595 -0.993976 3.811739 0.0 0.0 0.0 -0.13
```
Positions in Å, forces in eV/Å.

2.
DFT (ωB97M-V with the def2-TZVPD basis set) results for a cluster of 2 separate species, C35H25N2O2 in total.

Results
* calculated total energy: -43775.733 eV
* total charge: -1

XYZ file:
```
64
Properties=species:S:1:pos:R:3:forces:R:3:nbo_charge:R:1
H 10.166218 6.098412 3.455389 -0.3 -0.2 0.0 0.20
C 7.516248 3.918626 3.747936 0.6 0.2 -0.6 0.06
C 2.955128 -0.551038 6.350481 0.4 0.3 -1.1 -0.12
C 0.159268 -2.038237 2.706980 0.0 0.1 0.2 -0.16
C 5.271264 3.736722 11.190943 0.1 -0.1 -0.3 -0.25
C 3.669099 -3.245111 6.173053 -0.9 -0.1 0.8 -0.26
H 0.346001 -3.010971 8.492607 0.1 -0.1 0.1 0.18
O 2.224621 -3.758486 7.964707 -0.5 -0.2 0.3 -0.50
C 4.266761 3.104514 10.447390 0.4 0.0 -0.3 -0.23
C 7.055228 4.031050 2.414444 -0.3 -0.2 0.3 -0.24
C 5.714884 3.014585 8.448751 -0.2 -0.2 0.7 0.06
H 3.309402 2.883033 10.916688 0.1 0.0 -0.1 0.20
C 0.840866 -0.939296 3.219841 1.0 -0.3 -0.3 -0.21
H 0.443136 -0.441271 4.104760 0.3 -0.1 -0.2 0.22
C 2.667894 -2.821080 7.089401 0.8 0.8 -0.4 0.31
H 1.485239 -1.115318 7.793751 0.4 -0.2 -0.1 0.22
H 2.727892 0.532062 6.388985 -0.1 -0.9 0.0 0.22
H 6.184258 1.629938 3.217930 -0.1 0.1 0.2 0.21
H 6.153659 3.482360 2.110220 0.5 0.2 0.1 0.23
H 3.292122 -0.709828 0.818454 -0.4 -0.3 0.5 0.22
H 7.283663 4.506003 11.138058 -0.2 -0.1 -0.3 0.20
H 1.660922 -2.596988 9.629545 0.1 -0.1 -0.2 0.18
N -0.505802 -4.871105 0.663275 0.6 1.6 0.6 -0.35
H 9.304448 6.258131 1.115011 -0.2 -0.2 0.2 0.20
C 1.271556 -3.371775 8.958756 0.2 -0.1 -0.4 -0.25
C 9.284797 5.522632 3.165050 -0.4 0.0 -0.6 -0.23
C 3.933745 -0.964423 5.425936 -0.8 -0.8 0.6 -0.11
C 2.955158 0.498515 3.270813 -0.6 1.4 1.2 -0.46
H 2.330414 1.153195 3.963576 1.0 -0.7 -0.8 0.25
C 0.632087 -2.716955 1.579536 0.2 0.3 -0.1 -0.23
C 6.697734 3.671501 9.223014 0.2 0.1 0.1 -0.24
O 7.710878 4.091057 6.646944 -0.1 0.1 -0.1 -0.69
H 5.028345 -0.427071 3.676182 0.0 0.2 0.6 0.21
H 4.630473 0.921382 7.193363 0.2 0.2 -0.3 0.20
C 6.830514 3.008573 4.699957 -0.1 0.2 1.0 -0.20
C 5.214588 1.529441 6.498552 -0.4 0.0 -0.4 -0.17
C 6.493269 4.015934 10.565326 -0.6 -0.2 -0.1 -0.21
H 7.639258 3.941869 8.751264 -0.3 -0.2 0.1 0.26
C 6.883217 3.297951 6.168232 -0.2 -0.1 -0.4 0.46
H 5.027790 -2.662257 4.602551 -0.3 0.1 0.3 0.22
C -0.030129 -3.884926 1.063804 -0.5 -1.5 -0.4 0.30
C 4.480933 2.755118 9.107039 0.4 0.2 0.1 -0.24
H 1.074992 -4.279188 9.527841 -0.1 0.1 0.0 0.20
C 8.645698 4.698933 4.092358 -0.1 0.0 0.0 -0.23
C 8.807796 5.617834 1.848315 -0.2 -0.4 0.3 -0.24
C 3.648761 1.334475 2.318949 1.7 4.2 -3.2 0.31
H 3.944253 -4.296146 6.163332 -0.1 0.1 0.0 0.22
C 4.272238 -2.340345 5.330450 -0.2 1.2 -0.1 -0.17
C 6.110323 1.923832 4.266421 -0.5 0.0 0.1 -0.13
C 5.923299 2.589264 7.034140 0.0 -0.1 -0.6 -0.14
C 2.282792 -1.462502 7.131216 -0.2 -0.9 0.6 -0.34
H 9.003197 4.676390 5.113330 0.0 -0.1 -0.2 0.25
C 2.082449 -0.523302 2.635976 -0.4 -0.3 -0.2 0.01
N 4.156632 2.146349 1.579277 -2.3 -4.2 3.4 -0.40
H 7.293685 4.916955 0.467632 0.1 0.0 0.3 0.20
H 3.663704 2.303471 8.544228 0.2 0.1 0.1 0.20
C 5.229901 1.169203 5.106862 0.5 0.2 0.2 -0.24
H 2.118423 -2.748051 0.026391 -0.2 0.3 0.2 0.22
C 7.680548 4.857936 1.487432 0.5 0.3 0.1 -0.22
H 5.100263 4.002784 12.238385 0.1 -0.1 -0.4 0.20
C 2.436920 -1.103601 1.390731 0.2 -0.3 0.5 -0.18
C 1.759772 -2.221844 0.915351 0.2 0.1 -0.2 -0.15
H -0.735869 -2.405349 3.206110 0.1 0.2 -0.1 0.22
C 4.513125 0.032185 4.537397 0.6 0.0 -1.4 -0.04
```
Positions in Å, forces in eV/Å.

3.
DFT (ωB97M-V with the def2-TZVPD basis set) results for a structure of composition C35H26Cl2N8O4Rb.

Results
* energy relative to the best compared isomer or geometry (same formula, charge and spin): 0.6186 eV
* calculated total energy: -82532.865 eV
* total charge: -1

XYZ file:
```
76
Properties=species:S:1:pos:R:3:forces:R:3:nbo_charge:R:1
C 1.834825 1.524062 2.974691 0.6 0.2 0.2 0.27
C -1.703378 0.965148 2.516610 -0.5 0.1 0.3 0.05
H -2.324141 0.770094 1.652582 -0.2 -0.1 -0.1 0.23
H 4.231901 -4.150200 -0.771432 0.1 0.0 0.0 0.21
C -2.528019 3.236995 0.422039 0.0 -0.1 -0.2 -0.23
C 0.100370 3.603763 -0.074222 0.2 0.4 0.3 0.05
H 4.846966 2.401548 4.248215 0.0 0.0 0.1 0.21
C -3.889155 0.222996 -3.632649 0.0 -0.1 0.0 -0.25
N -2.073516 0.898734 -2.223564 0.6 0.8 0.0 -0.60
C 4.444132 1.872276 2.214510 -0.2 -0.1 -0.1 -0.24
H -3.122695 -3.326844 1.547817 0.0 0.1 0.0 0.22
C 4.139816 0.761881 -2.754192 0.1 0.0 0.0 -0.26
Rb 0.035351 -0.143517 -0.475193 1.6 1.0 -0.1 0.88
H -1.577261 -1.620896 0.152229 -1.1 -0.6 0.2 0.44
C 2.884124 1.009942 -2.209636 0.3 -0.1 -0.4 0.07
C 2.783570 1.919226 3.928271 -0.1 0.0 -0.1 -0.25
C -2.481150 1.221958 -1.039632 -0.4 -0.2 -0.8 0.55
H 1.993891 1.030846 -2.825151 0.0 0.0 -0.1 0.22
C -0.081154 1.472502 4.608311 0.1 0.0 -0.1 -0.19
C -2.094093 -1.340919 -3.185269 -0.9 0.2 -0.3 0.21
C 3.732243 1.206142 -0.097400 0.5 -0.1 -0.4 0.17
H 4.259545 0.590449 -3.811634 -0.1 0.0 -0.1 0.22
O -0.512234 -1.761310 1.416770 0.6 -0.2 0.0 -0.79
H -4.359294 1.180379 -3.460917 0.0 0.1 0.0 0.22
C -1.439342 1.345725 4.845192 -0.1 0.0 -0.1 -0.19
N 2.185707 1.304936 1.715599 -0.2 -0.2 -0.3 -0.40
C -1.795403 2.412688 -0.436229 -0.4 0.4 0.4 0.15
H 0.582724 1.648145 5.438819 0.1 0.0 0.1 0.19
N -0.879564 -1.657866 -2.625719 0.8 -0.1 0.1 -0.65
N -0.508795 2.608191 -0.687990 -0.1 -0.1 -0.2 -0.42
H -3.120643 -0.997940 -0.208706 0.0 -0.3 0.1 0.47
N 1.637738 -2.264430 -1.761388 -0.2 0.1 -0.1 -0.42
H 1.159503 3.697559 -0.275696 0.1 0.0 0.0 0.19
H -2.592813 -2.646030 -0.637964 -0.2 0.3 0.3 0.47
C 5.232769 0.732900 -1.901768 -0.2 0.0 0.0 -0.18
H -3.578366 -1.657906 1.969253 0.0 0.0 -0.1 0.21
H -3.342110 0.967717 3.912544 -0.1 0.0 0.0 0.22
C -1.890524 4.300133 1.026705 0.1 0.0 0.0 -0.18
H 2.395573 -5.818979 -0.446657 0.0 0.0 0.0 0.21
O -1.664128 -3.580865 -1.639857 0.1 -0.7 -0.1 -0.78
N 2.694194 1.235370 -0.926319 -0.2 0.1 0.4 -0.41
C -2.736895 -2.248198 -4.028570 0.0 0.1 0.0 -0.25
C 2.183081 -4.822555 -0.811203 0.1 0.1 0.0 -0.18
O -3.358238 0.642233 -0.327416 -0.4 0.1 0.4 -0.80
C -2.277442 1.085806 3.777341 0.2 0.0 0.0 -0.23
C 0.403074 1.355856 3.303575 -0.7 0.0 0.4 0.11
C -2.691149 -0.068361 -2.980234 -0.3 -0.8 -0.3 0.13
C 3.441766 1.464605 1.328860 0.3 0.2 0.6 0.17
H 2.514371 2.106315 4.954199 -0.1 0.0 0.1 0.21
H 0.003112 5.290292 1.261821 0.1 0.0 0.0 0.21
H -3.573124 3.012452 0.588256 0.0 0.0 0.0 0.23
C -3.904662 -1.923251 -4.691821 0.1 0.0 0.1 -0.10
Cl -5.970630 -0.263713 -5.283818 -0.2 0.1 -0.1 -0.03
H -2.304043 -3.229258 -4.150061 0.0 0.0 -0.1 0.23
H -1.831783 1.452922 5.848661 0.0 -0.1 0.0 0.21
C 0.893582 -4.439160 -1.115089 -0.1 0.1 -0.1 -0.21
C -1.425671 -2.068909 2.210929 -1.1 -0.5 0.0 0.78
C 3.202662 -3.897653 -0.983759 0.0 -0.1 0.0 -0.27
H 5.862564 0.901455 0.137450 0.0 0.0 0.0 0.21
C 2.864072 -2.633417 -1.439704 0.5 -0.1 0.0 0.03
H 3.629579 -1.874877 -1.568322 0.1 0.0 0.0 0.18
Cl -4.624549 -3.081760 -5.763973 0.0 -0.2 -0.1 -0.03
H 6.229403 0.536369 -2.275768 0.0 0.0 0.0 0.21
H 5.460450 2.028310 1.887411 0.0 0.0 -0.1 0.21
N -2.614392 -1.875549 0.084549 0.3 0.3 -0.6 -0.81
C -2.834112 -2.278450 1.471002 0.7 0.0 0.7 -0.36
C -4.486152 -0.684514 -4.490766 0.0 0.0 0.1 -0.07
C 0.661455 -3.154101 -1.611910 0.3 -0.7 0.2 0.14
C -0.536683 4.483848 0.787797 -0.1 0.0 0.0 -0.27
H -2.426428 4.969096 1.687829 0.0 0.0 0.0 0.21
C 4.097035 2.089653 3.535239 -0.1 0.0 -0.1 -0.18
H 0.051502 -5.101389 -0.985677 -0.1 0.0 0.0 0.24
C 5.030746 0.950945 -0.550278 -0.2 0.0 0.1 -0.24
C -0.739365 -2.794991 -1.997393 -0.7 0.4 -0.4 0.55
O -1.394809 -2.214146 3.425006 -0.1 -0.1 0.4 -0.71
N -0.415489 1.109489 2.284864 0.4 0.1 -0.2 -0.41
```
Positions in Å, forces in eV/Å.